Entry 1:
Here is 9 unconnected molecules or ions with the total composition C5H28NO9 at a distorted geometry from the OMol25 dataset. Energies are from ωB97M-V/def2-TZVPD.

Structure (ORCA input):
```
! wB97M-V def2-TZVPD RIJCOSX def2/J DEFGRID3
* xyz 1 1
O 1.0718 -2.0176 -2.2454
C 0.0130 -1.0445 -2.3439
C -0.8861 -0.6584 -1.1658
N -0.0468 0.0745 -0.1029
C -0.6878 -0.3737 1.1901
C -1.8776 -1.2948 0.9234
C -1.4472 -1.8736 -0.4599
H 0.8674 -2.8702 -1.8414
H 0.5795 -0.1865 -2.6701
H -0.6469 -1.4051 -3.1537
H -1.6319 0.0129 -1.6215
H 0.8650 -0.4065 -0.1109
H 0.2431 1.0344 -0.3423
H -1.1245 0.4836 1.6799
H 0.1096 -0.7044 1.8729
H -2.7198 -0.6257 0.6933
H -1.8109 -1.8765 1.8495
H -0.5848 -2.4761 -0.1094
H -2.1067 -2.4816 -1.0665
H 2.6541 -2.1765 -1.5087
H 4.1399 -2.0264 -2.0725
O 3.6031 -2.1023 -1.2822
H 2.7296 1.0311 0.1986
H 3.2525 -0.1959 -0.7668
O 2.5957 0.1388 -0.1435
H 1.0374 2.8495 -1.1409
H 0.7374 3.4559 0.2477
O 1.1770 2.7368 -0.1988
H -2.8782 0.7629 -4.0077
H -3.5151 -0.2378 -2.9531
O -2.7080 0.1083 -3.3277
H -1.2134 4.4432 1.5350
H -0.1247 3.8623 2.5964
O -0.4597 4.6071 2.0909
H -2.9349 1.5023 0.3590
H -3.3589 1.9494 -1.0089
O -2.5864 1.6002 -0.5412
H -1.4062 -0.8682 4.5911
H -0.0038 -0.5569 4.0964
O -0.8545 -0.1517 4.2581
H 2.3335 -1.3927 1.9140
H 2.9827 -1.4907 3.1696
O 2.2431 -0.9914 2.7982
*
```

The HOMO energy is -14.061 eV. The energy relative to the best compared isomer or geometry (same formula, charge and spin) is 220.0 kJ/mol. The total energy is -25550.422 eV. Its strongest force on any atom is 3.09 eV Å⁻¹.

Entry 2:
Here is 6 unconnected molecules or ions with the total composition C45H39BCl2F8O5 at a distorted geometry from the OMol25 dataset. Energies are from ωB97M-V/def2-TZVPD.

Structure (ORCA input):
```
! wB97M-V def2-TZVPD RIJCOSX def2/J DEFGRID3
* xyz 0 1
C 6.6037 -1.4961 2.0837
C 6.3597 0.0824 2.1319
O 6.0574 0.7065 0.8637
B 5.1430 -0.0497 0.0656
O 5.7433 -0.9614 -0.8972
C 3.5109 0.0936 0.1289
C 2.6778 -0.1879 -1.0015
O 3.1882 -0.6066 -2.2685
C 1.0739 -0.0408 -0.9450
O 0.3995 -0.1259 -1.9965
C 0.3393 0.1625 0.4374
C -1.2565 0.0221 0.5005
C -1.5277 -1.4901 1.0535
C -3.0519 -1.7618 1.3889
F -3.7260 -0.9301 2.3090
C -3.6589 -2.8911 0.7557
F -4.3226 -3.8499 1.5374
F -3.5358 -3.0400 -0.6370
C 1.1271 0.4644 1.5732
C 0.3553 0.7005 2.9413
Cl 0.2109 -0.5116 4.2799
C -0.3034 1.9576 3.0995
C -1.1692 2.3666 4.3645
Cl -0.1469 3.1995 1.7450
C 2.7224 0.5971 1.4244
O 3.2873 1.1665 2.3950
H 5.6504 -2.1240 2.1879
H 7.2653 -1.7775 2.9835
H 7.1997 -1.8456 1.1629
H 5.6093 0.2873 2.9630
H 7.3519 0.5486 2.4883
H 5.2074 -1.7882 -0.8532
H 3.6303 0.1974 -2.6192
H -1.7460 0.8192 1.1410
H -1.6831 0.0488 -0.5620
H -1.1696 -2.1756 0.2005
H -0.8471 -1.5924 1.9778
H -1.7446 3.3345 4.1178
H -1.9903 1.6005 4.6187
H -0.5222 2.6086 5.2660
F 6.9001 -2.1271 -6.6304
C 5.5841 -1.9745 -6.4127
C 4.7340 -1.7838 -7.4904
C 3.3698 -1.6307 -7.2652
C 2.8731 -1.6594 -5.9644
C 3.7372 -1.8466 -4.8893
C 5.1003 -2.0108 -5.1146
H 5.1398 -1.7562 -8.4948
H 2.6947 -1.4886 -8.1020
H 1.8093 -1.5354 -5.7895
H 3.3494 -1.8648 -3.8767
H 5.7868 -2.1663 -4.2904
F 0.9865 6.5756 3.8893
C 2.2054 6.0091 3.8774
C 3.2648 6.6630 4.4861
C 4.5249 6.0748 4.4783
C 4.7130 4.8450 3.8527
C 3.6421 4.1998 3.2401
C 2.3788 4.7818 3.2567
H 3.1006 7.6234 4.9608
H 5.3596 6.5741 4.9584
H 5.6977 4.3889 3.8432
H 3.7915 3.2458 2.7507
H 1.5268 4.2911 2.7919
F -0.5918 -6.9953 -4.6914
C -1.8322 -6.5608 -4.4191
C -2.0008 -5.4398 -3.6221
C -3.2861 -4.9866 -3.3441
C -4.3879 -5.6661 -3.8576
C -4.2062 -6.7938 -4.6527
C -2.9211 -7.2411 -4.9402
H -1.1315 -4.9290 -3.2248
H -3.4293 -4.1066 -2.7283
H -5.3903 -5.3145 -3.6365
H -5.0653 -7.3243 -5.0485
H -2.7606 -8.1120 -5.5647
F -1.8175 2.3818 -1.0836
C -1.8240 3.6183 -1.6055
C -0.7077 4.4253 -1.4572
C -0.7128 5.7047 -2.0026
C -1.8382 6.1658 -2.6805
C -2.9555 5.3478 -2.8187
C -2.9471 4.0644 -2.2832
H 0.1563 4.0527 -0.9194
H 0.1586 6.3420 -1.8990
H -1.8430 7.1657 -3.1018
H -3.8329 5.7097 -3.3434
H -3.8047 3.4106 -2.3889
F -6.0303 0.4651 4.6463
C -6.8307 -0.5942 4.4444
C -6.2809 -1.7886 4.0072
C -7.1088 -2.8872 3.8028
C -8.4787 -2.7755 4.0279
C -9.0202 -1.5693 4.4622
C -8.1912 -0.4733 4.6772
H -5.2149 -1.8542 3.8297
H -6.6877 -3.8289 3.4680
H -9.1246 -3.6319 3.8640
H -10.0877 -1.4826 4.6331
H -8.5943 0.4710 5.0237
*
```

The HOMO energy is -9.041 eV. The SMILES is CCOB(O)C1=C(O)C(=O)C(CCC(F)=C(F)F)=C(/C(Cl)=C(/C)Cl)C1=O.Fc1ccccc1.Fc1ccccc1.Fc1ccccc1.Fc1ccccc1.Fc1ccccc1. The total energy is -104990.020 eV. Its strongest force on any atom is 4.19 eV Å⁻¹.

Entry 3:
Here is a molecular structure, C33H46CuN5O4Si from the OMol25 dataset. Energies are from ωB97M-V/def2-TZVPD.

Structure (ORCA input):
```
! wB97M-V def2-TZVPD RIJCOSX def2/J DEFGRID3
* xyz -1 2
Cu 0.1726 -0.1494 0.6567
C 1.0413 2.5881 3.1876
C 1.7023 1.4490 3.9090
C 1.7157 1.3748 5.2932
C 2.2973 0.2971 5.9454
C 2.8779 -0.7188 5.2069
C 2.9023 -0.6748 3.8160
C 3.5115 -1.8085 3.0358
C 2.3185 0.4234 3.1805
N 2.2107 0.5183 1.7756
C 3.1949 0.7015 0.9994
C 4.6306 0.8501 1.4248
C 2.8585 0.9086 -0.4572
C 3.9617 1.3549 -1.3779
N 1.6463 0.7606 -0.8082
C 1.1946 1.2355 -2.0738
C 0.9716 2.6147 -2.1972
C 1.2901 3.5568 -1.0659
C 0.4505 3.0973 -3.3909
C 0.1742 2.2422 -4.4458
C 0.4168 0.8868 -4.3071
C 0.9207 0.3574 -3.1233
C 1.1175 -1.1251 -2.9968
H 0.5279 3.2403 3.8935
H 0.3123 2.2085 2.4686
H 1.7700 3.1881 2.6344
H 1.2343 2.1602 5.8638
H 2.2759 0.2395 7.0264
H 3.3049 -1.5793 5.7091
H 3.5707 -2.7016 3.6571
H 4.5258 -1.5743 2.7013
H 2.9127 -2.0463 2.1581
H 4.7125 0.8298 2.5088
H 5.0453 1.7905 1.0591
H 5.2366 0.0434 1.0064
H 4.7857 0.6395 -1.3488
H 4.3628 2.3204 -1.0632
H 3.6015 1.4409 -2.4003
H 0.8693 3.1897 -0.1309
H 0.8724 4.5431 -1.2685
H 2.3697 3.6776 -0.9366
H 0.2591 4.1599 -3.4875
H -0.2383 2.6307 -5.3687
H 0.1934 0.2091 -5.1230
H 1.3999 -1.5526 -3.9601
H 0.1764 -1.5833 -2.6833
H 1.8775 -1.3796 -2.2597
C 0.2394 -5.0377 0.8765
Si -0.2094 -3.2756 1.4220
C -2.0495 -3.0988 1.1168
C 0.2083 -3.2023 3.2537
C 0.7259 -2.0577 0.3893
H -0.2923 -5.7861 1.4725
H 1.3125 -5.2199 0.9894
H -0.0174 -5.1988 -0.1739
H -2.6118 -3.9297 1.5529
H -2.2308 -3.0901 0.0373
H -2.4204 -2.1616 1.5319
H -0.4510 -3.8584 3.8296
H 0.0988 -2.1840 3.6280
H 1.2355 -3.5394 3.4242
H 0.4432 -2.2345 -0.6510
H 1.8143 -2.1719 0.4561
O -2.7311 0.8979 3.3960
C -1.7811 0.3581 2.8994
N -0.8375 -0.1834 2.4227
C -5.0877 -1.0713 -0.8632
C -4.8274 -0.6289 -2.2994
C -3.5964 0.2804 -2.4234
C -3.2781 0.6221 -3.9026
C -4.4292 1.1901 -4.7251
C -3.8770 1.5806 -1.6940
O -4.9056 2.2160 -1.8343
N -2.8713 2.0427 -0.8910
C -1.7514 1.3013 -0.5126
O -0.9593 1.8275 0.2858
N -1.5384 0.0708 -0.9803
C -2.3578 -0.4841 -1.9005
O -2.1309 -1.5820 -2.3971
H -5.9796 -1.6974 -0.8069
H -5.2485 -0.2112 -0.2088
H -4.2510 -1.6460 -0.4648
H -5.6924 -0.0824 -2.6770
H -4.6590 -1.4963 -2.9398
H -2.9189 -0.3067 -4.3499
H -2.4353 1.3198 -3.9154
H -5.2373 0.4655 -4.8323
H -4.0753 1.4392 -5.7280
H -4.8431 2.0893 -4.2711
H -3.0312 2.9003 -0.3844
*
```

The HOMO energy (alpha / beta) is -4.719 / -5.248 eV. The energy relative to the best compared isomer or geometry (same formula, charge and spin) is 2.1 kJ/mol. The total energy is -103131.448 eV. Its strongest force on any atom is 0.36 eV Å⁻¹.

Entry 4:
Here is a gas-phase ion, C3H6NO2S (charge +1) at a distorted geometry from the OMol25 dataset. Energies are from ωB97M-V/def2-TZVPD.

Structure (ORCA input):
```
! wB97M-V def2-TZVPD RIJCOSX def2/J DEFGRID3
* xyz 1 1
C 1.7959 0.2851 -0.5459
C -1.7764 -0.4773 -0.4893
C 0.6038 2.0238 0.6421
N 1.3903 1.2597 0.1969
O -0.8254 -1.6119 -0.3839
O 1.6258 -0.9969 -0.0250
S 0.3870 -1.7967 0.6127
H 2.2425 0.1671 -1.4949
H -1.6105 0.5092 0.0574
H -1.8156 -0.4155 -1.4995
H -2.7503 -0.9599 0.0238
H 0.6996 2.8295 1.3144
H 0.0332 -0.8163 1.5912
*
```

The HOMO energy is -12.489 eV. The energy relative to the best compared isomer or geometry (same formula, charge and spin) is 584.9 kJ/mol. The total energy is -19615.286 eV. Its strongest force on any atom is 5.44 eV Å⁻¹.

Q: strongest force on any atom of number 2 (C45H39BCl2F8O5)?
A: 4.19 eV Å⁻¹